C4H3N3O | ωB97M-V/def2-TZVPD

Last columns: bonded neighbours and bond lengths (Å).
CARTESIAN COORDINATES (ANGSTROEM)
1 C -1.340 -0.215 -0.002  C2 1.498, N10 1.407, O11 1.213
2 C -0.666 1.070 -0.374  C1 1.498, C3 1.317, H5 1.075
3 C 0.627 1.193 -0.155  C2 1.317, H6 1.099, N8 1.448
4 C 1.134 -1.058 0.441  H7 1.063, N8 1.265, N9 1.374
5 H -1.269 1.795 -0.891  C2 1.075
6 H 1.160 2.139 -0.324  C3 1.099
7 H 1.679 -1.734 1.054  C4 1.063
8 N 1.437 0.170 0.471  C3 1.448, C4 1.265
9 N 0.280 -1.766 -0.371  C4 1.374, N10 1.268
10 N -0.858 -1.327 -0.717  C1 1.407, N9 1.268
11 O -2.183 -0.268 0.868  C1 1.213

Summary:
- HOMO-LUMO gap (eV) = 8.774
- E_HOMO (eV) = -9.86
- energy above the lowest of the compared OMol25 structures with the same formula, charge and spin (kcal per mole) = 58.50
- energy (eV) = -10711.114